A molecular structure, C3H4N4 in a non-equilibrium geometry. Source: OMol25; level of theory: wB97M-V/def2-TZVPD.

Each line ends with the natural charge from an NBO analysis.
CARTESIAN COORDINATES (ANGSTROEM)
C1 0.966996 0.719169 0.027449  -0.4098
C2 0.864813 -0.736585 -0.036772  -0.2213
C3 -0.613238 0.774907 -0.105847  0.3281
H1 1.333110 0.916127 1.031796  0.2370
H2 1.736101 1.493546 -0.692541  0.2464
H3 0.975777 -1.215554 0.892531  0.2124
H4 1.584966 -1.334902 -0.766862  0.2211
N1 -0.524907 -0.546997 -0.283787  -0.2046
N2 -1.809634 -1.053508 -0.016911  -0.0905
N3 -2.533331 -0.054822 0.065046  -0.0204
N4 -1.980655 1.038619 -0.114099  -0.2984

Forces on the atoms, in the same order (eV/Å):
C 2.596 5.856 -0.795
C 2.296 -3.223 -2.513
C -0.169 -1.670 -2.186
H -0.386 0.818 0.175
H -2.588 -2.802 1.773
H 0.405 -0.517 1.338
H -2.061 1.296 0.935
N -3.726 0.166 0.988
N 2.590 -3.969 -0.486
N -3.380 -2.549 -0.545
N 4.422 6.592 1.317

**Lowest unoccupied orbital energy**: 0.02065 Eh
**ΔE to the lowest compared entry with this formula, charge and spin**: 5.8951 eV
**HOMO**: -9.8 eV
**Orbital gap**: 10.3 eV
**F_max**: 8.05 eV/Å



10 unconnected molecules or ions with the total composition C37H101N7O10 in a non-equilibrium geometry. Source: OMol25; level of theory: wB97M-V/def2-TZVPD.

Each line ends with the Löwdin charge.
CARTESIAN COORDINATES (ANGSTROEM)
C1 -1.214524 3.598242 0.739280  -0.0565
C2 -2.559870 4.355489 0.741020  -0.4489
C3 -3.599227 3.601919 -0.063865  -0.0518
O1 -2.895381 4.335482 2.146890  -0.0675
H1 -0.510603 4.124279 1.386026  0.0755
H2 -0.754129 3.515105 -0.241959  0.0389
H3 -1.351659 2.596212 1.140909  0.0479
H4 -2.392783 5.407996 0.430027  0.1307
H5 -3.304821 3.519685 -1.110923  0.0691
H6 -4.634145 3.996071 -0.043364  0.0872
H7 -3.662319 2.585385 0.306478  0.0658
H8 -3.784283 4.678875 2.283390  0.0875
C4 -1.929028 -0.327340 -6.127081  -0.0657
C5 -2.692795 0.530790 -5.181207  -0.5391
C6 -2.101758 1.900769 -5.027403  -0.0706
O2 -3.993550 0.542414 -5.723045  -0.0356
H9 -1.896186 0.179104 -7.092940  0.0870
H10 -2.349081 -1.318551 -6.264131  0.0814
H11 -0.878559 -0.430519 -5.834095  0.0818
H12 -2.678641 0.002422 -4.207701  0.1274
H13 -2.027711 2.440453 -5.974909  0.0915
H14 -1.112673 1.763024 -4.606068  0.0688
H15 -2.704861 2.504216 -4.327620  0.0791
H16 -4.618295 1.038471 -5.194902  0.0875
C7 -0.557842 0.848438 -1.653070  -0.0401
C8 0.348775 0.194093 -0.551770  -0.4537
C9 0.002414 -1.286004 -0.384569  -0.0503
O3 1.742272 0.281050 -0.854985  -0.0915
H17 -0.312206 0.305140 -2.565241  0.0704
H18 -0.288779 1.906793 -1.750024  0.0438
H19 -1.607132 0.716128 -1.358253  0.0838
H20 0.144651 0.759607 0.384025  0.1211
H21 0.674033 -1.835605 0.288347  0.0647
H22 -0.001391 -1.848254 -1.320252  0.0635
H23 -0.992142 -1.388465 0.040452  0.0646
H24 1.939011 1.230506 -0.833173  0.0215
C10 -1.022765 4.810529 -3.570776  -0.0723
C11 0.184203 5.520461 -3.084472  -0.4567
C12 0.306525 6.856725 -3.738274  -0.2364
O4 1.491441 7.402496 -3.253865  -0.1944
C13 1.538100 8.781523 -3.312121  -0.1252
N1 0.170431 5.595169 -1.618899  0.0748
H25 -1.158451 3.855332 -3.064585  0.0565
H26 -0.938389 4.630508 -4.646515  0.0841
H27 -1.909578 5.452697 -3.467785  0.0967
H28 1.096613 4.998701 -3.429686  0.1466
H29 -0.537926 7.541968 -3.506018  0.1393
H30 0.339101 6.680875 -4.823028  0.1377
H31 0.712595 9.234319 -2.728605  0.0929
H32 1.417056 9.171065 -4.337430  0.0941
H33 2.497640 9.099925 -2.884931  0.0966
H34 -0.692619 6.002977 -1.307304  0.0700
H35 0.844877 6.318562 -1.386987  0.0645
C14 5.084510 -0.440051 0.556826  -0.0490
C15 4.356945 -1.563563 1.299096  -0.3996
C16 3.304049 -0.971186 2.291662  -0.1924
O5 3.915139 -0.104233 3.249386  -0.1932
C17 4.581488 -0.845731 4.274618  -0.0975
N2 3.548732 -2.511686 0.470649  0.0512
H36 5.682309 0.145607 1.267505  0.0765
H37 4.316768 0.224633 0.121844  0.0676
H38 5.780590 -0.755894 -0.224529  0.0725
H39 5.024345 -2.203523 1.888533  0.1239
H40 2.853097 -1.860167 2.741955  0.0892
H41 2.561192 -0.388366 1.739881  0.1170
H42 4.836289 -0.128499 5.051714  0.0853
H43 5.485001 -1.326177 3.889236  0.0787
H44 3.941328 -1.638801 4.709030  0.0903
H45 4.192611 -2.868390 -0.233571  0.0695
H46 2.897379 -1.928322 -0.036010  0.0153
C18 3.020424 -2.827171 -4.941969  -0.0682
C19 2.514127 -2.215951 -3.674998  -0.4487
C20 2.255326 -3.277645 -2.617794  -0.2397
O6 1.093276 -3.971534 -3.013265  -0.1956
C21 0.868106 -4.988379 -2.040751  -0.1092
N3 3.530558 -1.331806 -3.114642  0.0609
H47 3.126045 -2.110833 -5.756230  0.0770
H48 2.321806 -3.582881 -5.317469  0.0850
H49 3.987791 -3.278427 -4.751475  0.0832
H50 1.532197 -1.722186 -3.855410  0.1419
H51 2.055929 -2.855326 -1.626282  0.0810
H52 3.095565 -3.996301 -2.531394  0.1361
H53 0.739133 -4.541935 -1.025652  0.0929
H54 1.666731 -5.743759 -2.012238  0.0911
H55 -0.060320 -5.486431 -2.308174  0.0759
H56 3.124004 -0.633738 -2.525410  0.0378
H57 4.008967 -0.879561 -3.879061  0.0659
C22 0.929780 -3.764549 2.944350  -0.0698
C23 1.688487 -4.674121 3.860153  -0.4538
C24 0.936946 -4.888011 5.144404  -0.2351
O7 0.907962 -3.624704 5.752179  -0.2086
C25 0.169259 -3.533677 6.935953  -0.1154
N4 1.660137 -6.042736 3.347331  0.0224
H58 1.519453 -3.596565 2.041390  0.0508
H59 0.799524 -2.814604 3.472597  0.0777
H60 -0.060651 -4.213749 2.752800  0.0920
H61 2.744967 -4.375172 3.991487  0.1454
H62 1.435248 -5.647607 5.782398  0.1323
H63 -0.106697 -5.226504 4.962695  0.1349
H64 0.625740 -4.141407 7.748137  0.0946
H65 -0.882350 -3.846914 6.807215  0.0821
H66 0.183796 -2.478307 7.181363  0.0865
H67 2.282938 -6.634684 3.873023  0.0675
H68 1.979476 -6.024285 2.390591  0.0677
C26 3.727707 5.101434 -0.770741  -0.0319
C27 3.235809 3.727861 -0.385482  -0.4401
C28 2.632381 3.736547 0.974725  -0.2539
O8 3.602107 4.207429 1.840025  -0.1784
C29 3.081966 4.295486 3.139194  -0.0989
N5 2.243664 3.052038 -1.188104  0.0571
H69 2.891897 5.797638 -0.790920  0.0653
H70 4.214014 5.104045 -1.742687  0.0816
H71 4.435362 5.321972 0.030164  0.0846
H72 4.136713 3.101564 -0.317866  0.1487
H73 2.375258 2.684908 1.227502  0.1396
H74 1.718963 4.343547 1.024370  0.1157
H75 2.828902 3.311732 3.539894  0.0899
H76 2.181894 4.945795 3.145227  0.0966
H77 3.859263 4.733945 3.757913  0.0885
H78 2.491593 3.117204 -2.166034  0.0931
H79 1.406058 3.640170 -1.197911  0.0487
C30 -3.597340 -3.302695 4.819946  -0.0747
C31 -3.174583 -1.868505 4.956254  -0.4752
C32 -3.098917 -1.134343 3.618996  -0.2452
O9 -2.599446 0.120051 3.949765  -0.1876
C33 -2.490581 0.897795 2.738032  -0.0800
N6 -3.960743 -1.180282 5.957343  0.0490
H80 -3.510686 -3.791307 5.792270  0.0750
H81 -2.972630 -3.808660 4.064914  0.0715
H82 -4.637282 -3.408633 4.453142  0.0819
H83 -2.147157 -1.894905 5.341223  0.1320
H84 -4.131028 -1.074086 3.175095  0.1396
H85 -2.432423 -1.643580 2.903619  0.1229
H86 -1.729019 0.436449 2.096149  0.0766
H87 -2.208949 1.893989 3.066946  0.0801
H88 -3.460033 0.909232 2.222389  0.0885
H89 -4.927792 -1.174933 5.652133  0.0710
H90 -3.688873 -0.195374 5.964820  0.0736
C34 -4.882213 -4.772229 1.058481  -0.0725
C35 -4.960624 -4.105919 -0.299419  -0.4371
C36 -3.611143 -3.960469 -0.937432  -0.2147
O10 -3.823986 -3.360229 -2.210163  -0.1756
C37 -2.586301 -2.963256 -2.708735  -0.1184
N7 -6.000639 -4.860079 -1.084332  0.0442
H91 -5.858831 -4.750796 1.549589  0.0810
H92 -4.184494 -4.221782 1.701438  0.0607
H93 -4.530841 -5.807047 1.014609  0.0820
H94 -5.381006 -3.098545 -0.226971  0.1394
H95 -3.138595 -4.953930 -1.070733  0.1379
H96 -2.914007 -3.301997 -0.354687  0.1315
H97 -1.832816 -3.741374 -2.705445  0.0741
H98 -2.161252 -2.120125 -2.137478  0.0712
H99 -2.685215 -2.566499 -3.722152  0.0865
H100 -5.655725 -5.803371 -1.230116  0.0638
H101 -5.927546 -4.457388 -2.015466  0.0588

Forces on the atoms, in the same order (eV/Å):
C -0.180 0.434 -0.129
C 0.719 -0.545 0.866
C -0.494 0.124 -0.429
O -0.157 0.230 -0.240
H -0.054 -0.019 0.009
H -0.156 0.135 -0.121
H -0.116 0.013 -0.005
H -0.288 -0.483 -0.094
H 0.057 0.151 -0.096
H 0.590 0.181 0.134
H 0.062 -0.250 0.212
H -0.002 0.048 -0.118
C 1.285 0.035 -0.832
C -0.309 -0.763 0.505
C -0.237 0.336 0.407
O -0.655 -0.039 -0.395
H -0.146 -0.117 -0.196
H -0.184 -0.021 0.110
H -0.128 -0.082 0.203
H -0.204 0.381 -0.023
H -0.037 -0.149 -0.009
H 0.297 0.294 0.128
H 0.251 -0.154 -0.213
H 0.050 0.183 0.332
C 1.142 -0.676 0.935
C -0.451 0.003 -0.126
C 0.003 -0.075 0.354
O -0.707 -0.394 0.036
H -0.326 0.148 -0.285
H -0.244 -0.207 -0.105
H 0.170 0.160 -0.281
H 0.177 -0.452 -0.175
H 0.036 0.416 0.002
H 0.086 0.277 -0.241
H -0.270 0.030 0.066
H 0.403 0.581 -0.261
C -0.753 -0.243 -0.803
C 0.287 -0.239 0.357
C -0.453 0.362 -0.267
O 0.604 -0.304 0.052
C -0.098 1.288 0.050
N 0.865 0.199 -0.292
H -0.142 0.080 0.008
H -0.004 -0.189 0.081
H 0.019 -0.281 0.292
H -0.240 -0.138 0.500
H 0.132 -0.410 -0.057
H 0.040 0.382 -0.067
H 0.268 -0.119 -0.003
H 0.272 -0.146 0.127
H -0.285 0.007 -0.231
H -0.760 -0.045 0.037
H 0.302 -0.147 0.217
C -0.149 0.180 0.247
C -1.196 -0.152 0.328
C 1.477 -0.215 -0.354
O -0.413 -0.807 0.303
C -0.364 0.128 -0.243
N 1.106 0.614 0.141
H -0.255 -0.029 -0.048
H 0.369 -0.182 0.012
H -0.259 -0.278 -0.025
H 0.193 0.264 -0.158
H -0.267 0.347 0.331
H 0.039 -0.027 0.042
H 0.110 -0.067 0.019
H 0.094 0.073 0.070
H 0.058 0.371 -0.210
H -0.298 -0.125 -0.101
H -0.207 0.130 -0.315
C -0.337 -0.434 -0.715
C -0.302 0.262 0.991
C -0.241 -0.090 -0.472
O -0.050 -1.011 0.797
C -0.679 0.259 0.069
N 0.287 -0.263 -0.622
H 0.085 0.263 0.085
H 0.179 -0.026 0.201
H 0.223 -0.198 -0.058
H 0.441 -0.056 0.036
H 0.295 0.222 -0.145
H -0.059 0.410 -0.064
H 0.196 -0.256 -0.514
H 0.022 0.274 -0.046
H -0.073 -0.090 -0.013
H -0.285 0.440 0.469
H 0.165 0.280 0.040
C -0.053 0.349 0.174
C -0.093 -1.894 0.155
C -0.125 0.907 0.838
O 0.030 0.243 0.474
C -0.019 -0.263 0.258
N 0.025 -0.189 -1.187
H -0.312 0.011 -0.215
H -0.113 -0.007 -0.296
H 0.389 0.224 -0.181
H -0.522 0.452 0.351
H -0.127 0.284 -0.105
H 0.538 -0.007 -0.197
H -0.238 0.330 -0.288
H 0.240 -0.024 -0.056
H -0.075 0.084 0.402
H 0.206 -0.149 0.048
H 0.143 -0.321 -0.254
C -0.243 -0.260 0.006
C 0.553 -0.526 0.055
C 0.118 -0.928 0.313
O 0.131 0.325 0.810
C -0.018 0.454 0.300
N -0.691 0.438 -1.277
H 0.092 0.304 0.088
H 0.130 0.031 -0.075
H 0.014 0.607 -0.337
H -0.235 -0.191 -0.079
H -0.152 0.374 0.050
H -0.042 0.104 -0.107
H -0.108 -0.110 -0.015
H 0.333 -0.269 0.140
H -0.042 0.082 0.152
H 0.419 -0.365 -0.341
H -0.156 -0.028 0.375
C -0.474 -0.506 -0.599
C 0.860 -0.282 -0.146
C -0.746 -0.752 0.700
O -0.004 1.037 -1.517
C 0.042 -0.353 1.238
N -0.315 0.525 -0.022
H -0.048 -0.142 -0.189
H -0.064 0.026 0.416
H 0.301 0.136 0.288
H 0.024 0.129 -0.077
H 0.622 0.067 0.130
H -0.098 -0.053 0.078
H -0.039 0.211 -0.080
H 0.015 0.075 -0.331
H 0.149 0.133 -0.013
H -0.219 -0.076 0.093
H 0.035 -0.304 0.082
C 0.242 0.600 0.637
C -1.431 -0.669 0.378
C 0.142 0.010 -0.455
O 0.289 -0.300 0.344
C 0.590 1.341 -0.688
N 1.363 0.734 -0.311
H 0.108 -0.102 -0.138
H -0.038 -0.124 0.021
H -0.067 0.055 -0.195
H 0.076 0.012 0.293
H 0.034 0.265 0.064
H -0.592 -0.541 -0.099
H 0.110 -0.466 -0.054
H -0.157 -0.186 0.181
H -0.242 -0.329 -0.044
H -0.005 -0.267 0.194
H -0.402 0.018 -0.162

**Lowest unoccupied orbital energy**: 0.01339 Eh
**ΔE to the lowest compared entry with this formula, charge and spin**: 0.0000 eV
**HOMO**: -9.1 eV
**Orbital gap**: 9.5 eV
**SMILES**: COC[C@H](C)N.COC[C@H](C)N.COC[C@H](C)N.COC[C@H](C)N.COC[C@H](C)N.COC[C@H](C)N.COC[C@H](C)N.CC(C)O.CC(C)O.CC(C)O
**F_max**: 1.90 eV/Å